Record 1
DFT (wB97M-V/def2-TZVPD) results for a cluster of 3 separate species, C13H30N3O14P2S3 in total at a distorted geometry.

Each line ends with the natural charge from an NBO analysis.
CARTESIAN COORDINATES (ANGSTROEM)
O1 -1.259 -2.581 2.083  -0.2792
N1 -1.526 -1.372 2.021  0.4002
O2 -1.757 -1.147 0.693  -0.5113
S1 -2.853 0.141 0.477  2.1745
O3 -3.000 1.057 1.754  -0.8805
O4 -2.320 1.115 -0.643  -0.9015
N2 -4.472 -0.332 0.024  -1.0038
S2 -4.728 -2.054 0.168  2.1277
O5 -4.169 -2.901 -0.999  -0.8865
O6 -4.267 -2.670 1.519  -0.9266
N3 -6.495 -2.283 0.124  -0.6755
C1 -6.924 -1.402 1.125  0.2822
S3 -7.367 -0.310 2.394  0.0865
O7 0.323 4.747 -3.310  -0.8464
P1 -0.868 5.349 -4.095  2.2915
O8 -0.716 6.851 -3.413  -0.7830
C2 0.304 7.692 -3.923  -0.0729
C3 -0.055 8.221 -5.299  -0.6316
O9 -1.995 4.713 -3.047  -0.8229
C4 -1.744 3.536 -2.297  -0.0675
C5 -1.304 3.903 -0.891  -0.6364
O10 -2.199 6.021 -4.973  -0.7938
C6 -3.525 6.147 -4.479  -0.0414
C7 -3.674 7.156 -3.356  -0.6379
H1 1.257 7.155 -3.949  0.1786
H2 0.413 8.531 -3.228  0.1811
H3 -0.086 7.407 -6.031  0.1985
H4 0.681 8.955 -5.637  0.2065
H5 -1.044 8.689 -5.290  0.2161
H6 -1.021 2.884 -2.798  0.1876
H7 -2.683 2.977 -2.243  0.2009
H8 -0.419 4.547 -0.897  0.1987
H9 -1.079 3.008 -0.306  0.2505
H10 -2.093 4.467 -0.381  0.2009
H11 -3.933 5.167 -4.207  0.1979
H12 -4.130 6.491 -5.325  0.1737
H13 -3.157 6.836 -2.447  0.2358
H14 -4.730 7.294 -3.105  0.2104
H15 -3.252 8.124 -3.645  0.2018
O11 1.867 -6.572 4.104  -0.8516
P2 2.898 -6.479 2.952  2.2966
O12 4.111 -5.906 3.923  -0.7827
C8 4.797 -6.851 4.726  -0.0734
C9 5.713 -7.724 3.890  -0.6318
O13 2.298 -5.020 2.417  -0.8226
C10 0.948 -4.639 2.626  -0.0656
C11 0.851 -3.725 3.835  -0.6364
O14 4.049 -6.374 1.665  -0.7899
C12 4.349 -5.196 0.929  -0.0425
C13 5.059 -4.126 1.736  -0.6379
H16 4.080 -7.462 5.284  0.1787
H17 5.393 -6.290 5.453  0.1824
H18 5.132 -8.358 3.213  0.1985
H19 6.320 -8.372 4.527  0.2082
H20 6.377 -7.111 3.273  0.2168
H21 0.292 -5.511 2.715  0.1892
H22 0.623 -4.091 1.737  0.1920
H23 1.258 -4.197 4.735  0.2078
H24 -0.187 -3.443 4.028  0.2342
H25 1.438 -2.815 3.671  0.2028
H26 3.452 -4.809 0.433  0.1974
H27 5.018 -5.509 0.120  0.1769
H28 4.418 -3.710 2.518  0.2332
H29 5.369 -3.302 1.087  0.2135
H30 5.946 -4.537 2.230  0.2032

Force components x, y, z for each atom (eV/Å):
-0.7 4.8 0.6
1.0 -5.9 0.5
-1.5 1.7 -1.3
-1.7 8.8 -0.1
0.9 -4.5 -3.7
-1.4 -4.9 3.3
1.9 -3.1 0.8
4.5 -3.7 0.4
-2.4 3.3 3.3
-1.7 2.6 -3.9
-1.6 6.1 5.9
1.0 -1.2 -1.3
1.4 -4.0 -4.6
0.7 -0.5 -4.7
-4.4 1.9 8.7
0.9 0.5 -0.7
0.1 0.4 0.1
0.0 0.1 -0.2
0.3 0.0 -1.9
0.0 -0.7 0.8
0.3 0.1 0.2
2.7 -1.3 -2.2
-1.0 -0.5 0.1
0.4 0.1 0.3
0.0 0.0 0.1
-0.1 -0.2 0.0
0.0 0.1 0.0
0.0 -0.1 0.0
0.2 -0.1 0.0
-0.1 0.2 0.2
0.1 0.2 -0.1
0.0 -0.1 -0.2
-0.2 0.2 -0.1
0.0 -0.2 -0.1
0.2 0.2 0.1
0.3 0.0 -0.2
-0.1 0.0 -0.2
0.0 -0.1 -0.2
-0.1 -0.1 0.0
0.5 -4.2 -2.2
0.9 9.6 1.9
0.4 -1.0 0.4
0.4 0.0 0.2
0.1 -0.1 -0.1
0.2 -1.5 -0.8
-0.7 0.6 0.2
0.0 0.0 0.4
-1.3 -3.5 0.6
-0.2 0.7 -0.9
-0.1 0.0 0.5
0.0 0.0 0.1
-0.2 0.1 -0.1
0.1 0.0 0.0
-0.1 0.0 0.0
-0.1 -0.1 0.1
0.2 0.2 0.1
0.2 -0.1 0.0
-0.1 -0.1 -0.1
0.2 0.0 -0.1
-0.1 -0.1 -0.1
0.1 0.0 0.3
0.0 -0.4 0.2
0.0 -0.1 -0.2
-0.1 -0.2 -0.1
-0.1 0.0 -0.1

Properties
- LUMO level: -0.47 eV
- E_HOMO: -6.4 eV
- Orbital gap: 6.0 eV
- Electronic energy: -98175.6355 eV
- Total charge: -1



Record 2
DFT (wB97M-V/def2-TZVPD) results for a structure of composition C40H102F3N7O17 at a distorted geometry.

Each line ends with the Löwdin charge.
CARTESIAN COORDINATES (ANGSTROEM)
N1 2.711 6.803 -5.751  -0.3070
O1 3.603 6.006 -6.078  -0.1630
O2 2.187 7.371 -6.743  -0.1861
O3 2.556 7.203 -4.612  -0.1682
C1 0.822 4.177 -2.712  -0.3949
O4 0.083 4.676 -3.832  -0.0279
O5 0.454 4.970 -1.570  -0.1912
C2 0.700 2.593 -2.700  -0.4593
F1 1.307 1.979 -1.613  0.1337
F2 -0.605 2.281 -2.715  0.1895
F3 1.311 2.190 -3.838  0.0557
C3 0.726 5.573 -4.776  -0.1842
C4 -0.289 5.979 -5.890  0.0089
H1 -0.826 6.889 -5.622  0.1324
H2 0.280 6.088 -6.813  -0.0019
H3 -0.964 5.126 -5.965  0.1570
H4 1.587 5.118 -5.268  0.1413
H5 1.089 6.495 -4.322  0.0556
H6 1.882 4.314 -2.924  0.0272
C5 3.136 2.681 -3.096  -0.1383
O6 4.264 3.348 -3.547  -0.1531
C6 4.071 4.239 -4.695  -0.1159
C7 5.355 4.922 -5.257  -0.0465
N2 6.339 3.843 -5.844  0.0711
H7 5.807 3.426 -6.595  0.1649
H8 7.153 4.263 -6.269  0.1576
C8 6.885 2.723 -4.959  0.0018
C9 7.584 3.422 -3.687  -0.1125
O7 8.439 4.545 -3.995  -0.1878
C10 8.779 5.367 -2.965  -0.1509
H9 2.396 3.463 -2.923  -0.0085
H10 3.290 2.196 -2.132  0.1360
H11 2.800 1.945 -3.826  0.1250
H12 3.399 5.026 -4.353  0.0591
H13 3.519 3.718 -5.477  0.1483
H14 5.947 5.461 -4.517  0.1188
H15 5.189 5.536 -6.142  0.0744
H16 7.628 2.185 -5.549  0.1406
H17 5.947 2.214 -4.737  0.1277
H18 8.134 2.826 -2.959  0.1477
H19 6.786 3.885 -3.105  0.0810
H20 9.765 5.817 -3.084  0.1049
H21 9.067 4.937 -2.006  0.1007
H22 8.078 6.149 -2.671  0.0830
C11 5.133 10.315 -2.729  -0.0382
O8 4.471 9.884 -3.926  -0.3060
C12 5.003 8.591 -4.372  -0.1486
C13 4.741 7.419 -3.462  0.0015
N3 3.201 7.410 -3.014  0.0780
H23 3.138 8.056 -2.241  0.1589
H24 2.672 7.875 -3.737  -0.1599
C14 2.587 6.011 -2.665  -0.0301
C15 3.199 5.110 -1.449  -0.0459
O9 4.669 5.125 -1.525  -0.2425
C16 5.496 4.287 -0.717  -0.0599
H25 6.197 10.435 -2.934  0.1066
H26 4.976 9.653 -1.878  0.1036
H27 4.835 11.360 -2.646  0.1138
H28 6.026 8.709 -4.733  0.1501
H29 4.273 8.506 -5.177  0.0578
H30 5.304 7.224 -2.549  0.1329
H31 4.890 6.478 -3.990  0.0728
H32 2.608 5.538 -3.647  0.0647
H33 1.542 6.230 -2.444  0.0722
H34 2.822 4.095 -1.576  0.0891
H35 2.928 5.404 -0.435  0.1393
H36 5.362 3.277 -1.105  0.0848
H37 5.169 4.438 0.312  0.1043
H38 6.574 4.398 -0.829  0.0793
C17 3.131 10.401 -8.355  -0.0671
O10 3.795 9.144 -8.476  -0.2149
C18 4.459 8.800 -7.194  -0.0760
C19 5.100 7.349 -7.207  -0.0275
N4 5.775 7.064 -8.611  0.1261
H39 6.442 6.326 -8.435  0.1604
H40 5.108 6.672 -9.260  0.1639
C20 6.509 8.295 -9.177  -0.0502
C21 7.009 7.877 -10.582  -0.1706
O11 7.774 6.672 -10.585  -0.1952
C22 9.140 6.804 -10.439  -0.1029
H41 2.903 10.618 -7.311  0.0965
H42 2.197 10.546 -8.897  0.0279
H43 3.842 11.098 -8.798  0.1535
H44 3.756 8.883 -6.365  0.0821
H45 5.313 9.445 -6.990  0.1511
H46 4.366 6.544 -7.187  0.0611
H47 5.830 7.248 -6.405  0.1297
H48 7.308 8.549 -8.481  0.1462
H49 5.893 9.186 -9.303  0.1280
H50 7.541 8.649 -11.138  0.1431
H51 6.214 7.606 -11.277  0.1359
H52 9.440 7.018 -9.413  0.0893
H53 9.524 7.571 -11.112  0.1045
H54 9.627 5.879 -10.746  0.1083
C23 -0.840 3.976 -10.180  -0.0709
O12 -0.159 4.989 -9.469  -0.1887
C24 0.914 4.558 -8.563  -0.1243
C25 1.595 5.768 -7.941  -0.0634
N5 1.877 6.836 -9.041  0.1928
H55 2.698 6.528 -9.542  0.1694
H56 1.158 6.920 -9.746  0.1520
C26 2.118 8.252 -8.666  -0.2227
C27 1.810 9.091 -9.831  -0.1474
O13 0.456 8.837 -10.349  -0.1773
C28 0.159 9.322 -11.665  -0.0539
H57 -1.643 4.508 -10.691  0.1024
H58 -1.174 3.165 -9.533  0.1028
H59 -0.199 3.624 -10.988  0.0944
H60 1.646 3.934 -9.077  0.1343
H61 0.556 4.022 -7.684  0.1389
H62 2.534 5.377 -7.550  0.1394
H63 0.882 6.165 -7.218  0.0118
H64 3.132 8.149 -8.280  0.0177
H65 1.524 8.583 -7.814  0.0330
H66 2.433 8.906 -10.706  0.1544
H67 1.982 10.137 -9.577  0.0452
H68 0.223 10.410 -11.655  0.0934
H69 -0.716 8.919 -12.175  0.1067
H70 0.975 9.030 -12.327  0.0865
C29 2.287 9.940 -4.132  -0.0304
O14 1.757 8.695 -3.767  -0.1587
C30 0.437 8.244 -4.276  -0.2104
C31 -0.159 7.345 -3.217  -0.0371
N6 -0.051 8.023 -1.810  0.1047
H71 -0.561 7.399 -1.201  0.1659
H72 0.888 7.874 -1.468  0.1485
C32 -0.608 9.447 -1.638  -0.0285
C33 -0.465 9.688 -0.146  -0.2254
O15 -1.607 9.173 0.496  -0.1914
C34 -2.351 10.067 1.366  -0.0329
H73 2.860 10.006 -5.056  0.0988
H74 2.949 10.182 -3.300  0.1024
H75 1.639 10.810 -4.023  0.1175
H76 0.633 7.538 -5.082  0.0012
H77 -0.279 9.009 -4.577  0.1586
H78 0.284 6.349 -3.209  0.0620
H79 -1.140 7.011 -3.555  0.1775
H80 -1.669 9.387 -1.882  0.1565
H81 0.204 9.905 -2.202  0.1184
H82 -0.183 10.715 0.085  0.1369
H83 0.384 9.152 0.279  0.1329
H84 -3.141 9.420 1.747  0.1074
H85 -2.644 10.995 0.874  0.0919
H86 -1.665 10.392 2.148  0.0940
C35 -3.279 13.442 -9.399  -0.0223
O16 -3.451 12.208 -8.609  -0.2130
C36 -3.673 12.417 -7.229  -0.1921
C37 -2.353 12.321 -6.371  -0.0369
N7 -1.433 11.209 -6.991  0.1019
H87 -1.923 10.332 -6.888  0.1733
H88 -1.380 11.359 -7.989  0.1603
C38 0.002 11.085 -6.465  -0.0021
C39 0.932 9.982 -7.175  -0.1806
O17 0.271 8.754 -7.325  -0.0369
C40 0.702 8.014 -6.168  -0.3906
H89 -2.395 13.923 -8.981  0.0857
H90 -4.168 14.069 -9.472  0.1048
H91 -3.097 13.056 -10.402  0.0960
H92 -4.311 11.568 -6.983  0.1315
H93 -4.190 13.339 -6.963  0.1427
H94 -2.582 12.161 -5.318  0.1312
H95 -1.836 13.280 -6.388  0.1272
H96 -0.077 10.912 -5.392  0.1024
H97 0.543 12.024 -6.578  0.1445
H98 1.947 9.979 -6.777  0.0773
H99 1.078 10.265 -8.217  0.1043
H100 -0.078 8.353 -5.486  0.0362
H101 1.680 8.181 -5.717  0.1237
H102 0.569 6.953 -6.379  0.0165

Force components x, y, z for each atom (eV/Å):
2.2 0.5 -5.0
-3.7 -0.7 2.3
10.7 -4.3 -2.0
0.3 -8.8 -14.9
-1.9 2.9 3.7
-0.2 0.1 -2.4
0.7 -2.8 -2.7
-2.3 1.3 1.5
-1.5 0.7 -1.6
1.2 -0.5 -0.1
-6.4 -1.4 -1.0
-1.1 -2.4 -0.6
-3.8 -5.1 3.5
-0.9 -1.2 -0.3
-8.7 -3.5 3.9
-0.2 -0.1 -0.2
-0.1 -0.9 0.0
-0.4 -3.0 -0.6
-2.6 1.7 -0.3
2.7 -0.7 -0.1
3.6 1.8 -2.1
0.3 -1.5 2.0
2.2 -3.0 0.1
-0.1 0.1 0.6
0.0 -0.5 -0.3
0.3 0.6 0.0
0.9 1.8 1.3
-1.0 1.2 0.5
-0.6 -1.5 -2.7
1.5 1.2 2.5
2.8 -3.1 -0.7
0.9 0.0 -0.3
2.5 0.1 0.5
1.5 -1.1 -0.8
0.1 -0.3 -0.4
0.1 -0.5 -0.1
0.9 -1.2 1.1
-0.4 -0.2 -0.1
0.7 -0.6 0.7
-0.2 -0.9 -0.6
-0.6 -0.4 0.1
-0.1 0.4 -1.2
-0.7 -1.2 0.2
-0.5 0.1 -0.5
0.8 1.2 -1.0
5.5 -2.2 0.7
-1.9 1.6 0.5
-1.7 -1.1 1.6
9.2 -2.0 10.9
0.5 -0.2 1.3
0.9 2.8 4.0
2.2 1.6 1.9
1.8 0.7 -0.3
-0.1 1.8 -1.4
-1.7 -0.8 -0.1
0.3 -0.4 0.2
-0.2 0.3 0.1
-0.4 -0.2 0.9
0.1 -0.2 0.1
1.3 -0.9 0.7
0.2 0.7 0.0
-0.5 0.9 0.2
-0.2 0.6 2.0
0.8 -0.4 0.9
0.4 0.7 0.6
-0.4 0.5 -0.3
-0.4 -0.5 0.6
0.4 -0.5 0.2
-0.2 1.2 -0.2
4.8 4.1 2.0
10.4 7.5 1.9
1.4 -0.1 -1.2
0.0 1.4 -3.7
0.4 2.6 2.0
0.6 -0.2 -0.4
-0.3 0.2 -0.4
0.8 -0.9 -1.6
0.7 -1.0 -0.5
-2.0 0.0 0.5
1.7 0.2 -0.2
2.0 0.8 -0.7
3.6 2.5 4.7
0.0 0.6 0.3
0.0 0.3 -1.3
-0.3 0.6 -0.1
0.7 1.1 -0.5
0.1 0.2 -0.5
0.1 -0.3 0.0
-0.5 -0.5 0.3
0.2 0.4 0.5
-0.7 0.3 0.4
0.1 0.2 0.2
0.1 0.2 0.1
-0.2 -0.1 0.1
0.1 0.1 -0.8
1.9 0.5 2.2
-1.1 0.7 -1.4
-0.1 -1.6 -5.0
-1.6 -1.2 0.4
0.1 -0.2 -0.3
-1.3 -1.1 -0.4
-2.9 -4.9 -1.0
-2.4 -1.3 -5.2
-0.1 -0.9 1.3
2.0 0.4 -0.4
-0.3 -0.3 0.3
-0.2 0.1 -0.1
0.1 -0.5 0.1
-0.1 -0.2 -0.2
-0.4 -0.5 -0.1
-0.5 0.4 0.0
7.3 -0.5 -6.5
-4.4 -2.8 -1.5
1.9 -1.7 -3.4
0.7 0.0 -0.2
-2.8 -3.6 -6.0
-0.6 0.1 -0.1
-0.4 0.0 1.0
0.3 -0.2 -0.2
-1.7 2.1 1.9
-8.1 7.8 1.2
0.7 -0.8 11.3
-0.5 2.0 2.0
-2.4 -2.1 -1.4
-0.6 -0.6 0.6
0.5 0.5 0.0
2.4 -2.1 0.9
-0.3 0.3 0.9
-0.1 0.5 -0.5
1.2 -0.4 0.0
-0.6 -0.3 0.1
-1.1 -0.1 -0.4
-1.1 -0.3 -0.7
0.6 -1.7 6.7
0.7 1.5 2.3
-0.8 1.2 1.9
-0.7 0.8 0.9
0.3 0.6 -0.6
-1.1 1.4 -0.4
-0.7 0.4 0.0
0.4 -0.3 -0.3
-0.1 0.6 0.0
-0.5 -0.3 -0.4
-0.2 -0.2 0.4
0.4 -1.5 0.1
0.1 1.3 0.0
0.4 -1.3 0.0
-0.2 0.5 -1.1
0.8 0.9 1.1
-0.1 -0.6 0.0
-0.5 0.3 -0.7
0.7 -0.7 0.1
-4.7 2.6 -0.6
-1.1 1.5 0.1
-6.4 7.2 -3.9
-0.2 0.6 -0.4
0.0 -0.1 0.6
0.2 0.2 0.1
-0.1 0.1 0.5
0.1 0.1 -0.1
0.1 -0.7 -0.1
0.5 -0.2 -0.4
-0.1 -0.1 -0.1
-0.5 0.3 -0.1
-1.9 -0.7 1.2
-1.5 0.6 1.1
-2.5 0.2 -7.6
-3.4 4.7 0.8
0.1 5.3 1.9

Properties
- LUMO level: -9.90 eV
- E_HOMO: -15.5 eV
- Orbital gap: 5.6 eV
- Electronic energy: -96415.1607 eV
- Total charge: +4



Record 3
DFT (wB97M-V/def2-TZVPD) results for a structure of composition C13H24AgN6NbO at a distorted geometry.

Each line ends with the natural charge from an NBO analysis.
CARTESIAN COORDINATES (ANGSTROEM)
N1 0.480 -1.408 1.600  -0.8771
C1 0.309 -1.944 2.680  0.8987
O1 0.266 -2.438 3.755  -0.3708
Ag1 -2.283 -1.368 0.854  0.9528
Nb1 0.443 -0.050 0.202  1.8741
N2 -0.924 1.343 0.648  -0.6265
N3 0.016 -0.813 -1.585  -0.5982
C2 -0.930 2.087 1.918  0.0984
C3 0.058 -2.107 -2.259  0.0943
C4 -1.989 1.480 2.839  -0.6224
C5 -1.261 3.559 1.651  -0.6313
C6 0.438 1.994 2.570  -0.6343
C7 -1.091 -2.246 -3.262  -0.6218
C8 1.386 -2.203 -3.020  -0.6153
C9 -0.047 -3.221 -1.232  -0.6069
H1 -2.973 1.456 2.359  0.2106
H2 -2.060 2.115 3.735  0.2692
H3 -1.716 0.463 3.156  0.1938
H4 -0.579 3.981 0.904  0.2312
H5 -1.150 4.122 2.587  0.2559
H6 -2.293 3.685 1.307  0.2255
H7 0.733 0.950 2.763  0.2027
H8 0.390 2.509 3.538  0.2713
H9 1.206 2.492 1.963  0.2428
H10 -2.068 -2.116 -2.782  0.2048
H11 -1.044 -3.260 -3.680  0.2571
H12 -1.005 -1.551 -4.103  0.2330
H13 1.482 -1.388 -3.745  0.2216
H14 1.410 -3.157 -3.563  0.2520
H15 2.230 -2.156 -2.320  0.2228
H16 0.707 -3.136 -0.437  0.2221
H17 0.106 -4.170 -1.767  0.2684
H18 -1.048 -3.251 -0.774  0.1742
C10 -0.172 0.353 -2.484  -0.4455
H19 -0.024 1.300 -1.929  0.2195
H20 0.531 0.339 -3.335  0.2598
H21 -1.206 0.333 -2.872  0.2406
C11 -2.122 1.562 -0.200  -0.4574
H22 -2.046 2.548 -0.703  0.2540
H23 -2.228 0.762 -0.951  0.2043
H24 -3.020 1.549 0.438  0.2262
N4 2.372 0.462 0.579  -0.7983
C12 3.484 0.432 1.021  0.7664
N5 4.596 0.516 1.599  -0.4822
C13 5.788 0.019 1.302  0.3742
N6 6.846 -0.430 1.037  -0.2344

Force components x, y, z for each atom (eV/Å):
-1.4 -0.2 -0.6
0.7 -1.5 3.9
-0.2 1.3 -3.3
0.3 0.1 0.0
1.2 1.2 -1.0
0.5 -2.2 -0.8
0.1 1.5 1.9
-0.1 0.4 0.3
0.1 -0.6 -0.4
-0.1 0.1 0.2
0.0 0.1 0.0
0.2 0.1 0.1
-0.1 -0.1 -0.1
0.2 -0.1 0.1
0.3 -0.2 -0.1
0.1 0.1 0.3
-0.1 -0.4 -0.2
0.1 0.1 0.0
-0.1 0.0 0.2
0.0 -0.1 -0.3
0.2 0.1 0.1
0.0 0.2 0.1
0.1 -0.2 -0.2
-0.2 -0.1 0.2
0.1 0.0 -0.1
-0.1 0.3 0.1
0.0 -0.1 0.2
0.1 -0.3 0.1
0.1 0.3 0.1
-0.1 -0.1 -0.2
-0.1 -0.1 -0.2
-0.1 0.2 0.4
0.0 0.0 0.0
-0.2 -0.1 0.0
0.0 -0.1 -0.2
-0.2 0.0 0.5
0.5 0.3 0.2
0.0 0.3 -0.2
-0.2 -0.6 0.2
0.1 0.4 0.2
0.2 0.2 -0.4
-2.4 -0.3 -1.0
3.9 0.4 1.6
-3.3 -0.1 -1.4
3.1 -1.4 -1.0
-2.9 1.3 0.8

Properties
- LUMO level (alpha / beta): -9.48 / -9.48 eV
- E_HOMO (alpha / beta): -15.3 / -15.3 eV
- Orbital gap (alpha / beta): 5.8 / 5.8 eV
- Electronic energy: -30390.7832 eV
- Total charge: +2



Record 4
DFT (wB97M-V/def2-TZVPD) results for the molecule C4H5FO at a distorted geometry.

Each line ends with the natural charge from an NBO analysis.
CARTESIAN COORDINATES (ANGSTROEM)
C1 -0.317 1.505 0.959  -0.4589
C2 -0.160 0.271 0.549  0.3717
F1 -0.761 -0.651 1.377  -0.3586
C3 0.682 -0.378 -0.433  -0.5876
C4 -0.255 -1.393 -0.967  0.4015
O1 0.206 -1.909 -1.981  -0.5020
H1 -1.052 1.850 1.577  0.2134
H2 0.166 2.476 0.499  0.2097
H3 1.709 -0.606 0.203  0.2723
H4 1.058 0.319 -1.314  0.2723
H5 -1.275 -1.483 -0.469  0.1660

Force components x, y, z for each atom (eV/Å):
2.0 3.2 -3.1
0.1 1.8 2.5
-0.1 -0.2 -0.3
2.9 2.1 1.1
2.4 -1.3 -2.7
-2.4 -0.7 1.0
-1.7 0.0 2.2
-0.6 -2.6 0.3
-2.6 -0.5 -1.9
-1.0 -1.4 1.9
1.0 -0.5 -1.1

Properties
- LUMO level: 0.38 eV
- E_HOMO: -9.8 eV
- Orbital gap: 10.2 eV
- Electronic energy: -8991.1533 eV
- SMILES: C=C(F)CC=O